{"formula": "C3H4InO4", "method": "ωB97M-V with the def2-TZVPD basis set", "s2": 0.756, "e_above_lowest_kj_mol": 68.5, "homo_ev": [-7.90, -9.45], "e_lumo_ev": [-0.4, -0.7], "multiplicity": 2, "energy_ha": -607.71543, "species": ["C", "C", "O", "C", "O", "O", "O", "In", "H", "H", "H", "H"], "coordinates": [[0.9185, 1.3689, -0.1728], [0.0412, 0.2334, -0.2596], [0.6606, -1.0002, -0.5280], [-0.0998, -2.1354, -0.3754], [0.4623, -3.1877, -0.6638], [-1.2478, -1.9974, 0.1421], [0.2755, 2.5632, -0.1019], [-2.5349, -0.8812, 1.0656], [1.7937, 1.2691, 0.4771], [-0.7739, 0.4234, -0.9765], [0.8228, 3.2187, 0.3404], [-0.3184, 0.1252, 1.0526]], "nbo_charge": [0.1124, -0.0965, -0.5197, 0.9861, -0.6245, -0.9656, -0.6704, 0.8464, 0.1540, 0.2021, 0.4934, 0.0824]}

***

{"formula": "CH2BrCl2P", "method": "ωB97M-V with the def2-TZVPD basis set", "e_above_lowest_kj_mol": 369.3, "homo_ev": [-7.31, -7.31], "e_lumo_ev": [-2.3, -2.3], "energy_ha": -3874.95228, "species": ["C", "P", "Cl", "Cl", "Br", "H", "H"], "coordinates": [[-1.4781, -1.2389, -0.5532], [1.2270, 2.0990, 0.7427], [1.8713, 0.7706, 2.0709], [1.9888, 1.1842, -0.9623], [-1.2385, 0.4181, 0.3319], [-1.4838, -1.3123, -1.6206], [-0.8867, -1.9207, -0.0094]], "nbo_charge": [-0.5576, 0.5350, -0.2670, -0.3072, 0.2219, 0.1960, 0.1789]}

***

{"formula": "C23H26N4O", "method": "ωB97M-V with the def2-TZVPD basis set", "e_above_lowest_kj_mol": 107.0, "homo_ev": -7.56, "e_lumo_ev": -0.1, "smiles": "CCN(CC)c1ccc(/C=C(/C#N)c2nc3ccccc3[nH]2)c(OC(C)C)c1", "energy_ha": -1186.30232, "species": ["C", "C", "N", "C", "C", "C", "C", "C", "C", "C", "C", "C", "N", "C", "N", "C", "C", "C", "C", "C", "C", "N", "C", "O", "C", "C", "C", "C", "H", "H", "H", "H", "H", "H", "H", "H", "H", "H", "H", "H", "H", "H", "H", "H", "H", "H", "H", "H", "H", "H", "H", "H", "H", "H"], "coordinates": [[-1.8365, 3.1188, 3.1753], [-2.2676, 2.7909, 1.7442], [-1.1893, 2.8378, 0.7823], [-0.8380, 4.1406, 0.2574], [0.4450, 4.7130, 0.8633], [-0.4060, 1.7407, 0.5387], [-0.5254, 0.5601, 1.2917], [0.2405, -0.5424, 1.0011], [1.1720, -0.5507, -0.0394], [2.0380, -1.6681, -0.3116], [1.7894, -2.9854, -0.1006], [2.8456, -3.9044, -0.2955], [3.7210, -4.6228, -0.4787], [0.5115, -3.5842, 0.2443], [0.3643, -4.6780, 0.9410], [-0.9799, -4.9250, 0.9766], [-1.6920, -5.9515, 1.5879], [-3.0640, -5.9466, 1.4521], [-3.7289, -4.9527, 0.7302], [-3.0435, -3.9241, 0.1144], [-1.6652, -3.9220, 0.2460], [-0.6861, -3.0837, -0.2134], [1.3243, 0.6441, -0.7838], [2.2527, 0.5873, -1.7711], [2.5382, 1.7112, -2.5916], [1.5066, 1.8439, -3.7126], [3.9349, 1.4754, -3.1587], [0.5410, 1.7471, -0.4988], [-1.5142, 4.1541, 3.2516], [-1.0144, 2.4779, 3.4832], [-2.6709, 2.9692, 3.8557], [-2.7253, 1.7999, 1.7101], [-3.0315, 3.5077, 1.4263], [-1.6667, 4.8185, 0.4713], [-0.7418, 4.0879, -0.8328], [0.6747, 5.6711, 0.4039], [1.2814, 4.0378, 0.7034], [0.3305, 4.8598, 1.9337], [-1.1968, 0.5024, 2.1310], [0.1561, -1.4160, 1.6303], [3.0066, -1.4064, -0.7199], [-1.1759, -6.7182, 2.1424], [-3.6464, -6.7306, 1.9135], [-4.8055, -4.9914, 0.6525], [-3.5576, -3.1558, -0.4445], [-0.8065, -2.2530, -0.7676], [2.5523, 2.6250, -1.9797], [0.5012, 1.9415, -3.3095], [1.7288, 2.7165, -4.3207], [1.5379, 0.9574, -4.3413], [4.2208, 2.3014, -3.8034], [3.9467, 0.5526, -3.7324], [4.6568, 1.3885, -2.3508], [0.6572, 2.6330, -1.0969]], "nbo_charge": [-0.6232, -0.2021, -0.4393, -0.2053, -0.6218, 0.3251, -0.3686, -0.0692, -0.2725, -0.0502, -0.2376, 0.2997, -0.3149, 0.3661, -0.4307, 0.0661, -0.1934, -0.2317, -0.2101, -0.2676, 0.1700, -0.5525, 0.4596, -0.5181, 0.1017, -0.6355, -0.6142, -0.4353, 0.2040, 0.2136, 0.2153, 0.2038, 0.1981, 0.2057, 0.1906, 0.2130, 0.2139, 0.2094, 0.2168, 0.2154, 0.2342, 0.2254, 0.2125, 0.2120, 0.2125, 0.4269, 0.1708, 0.2144, 0.2156, 0.2167, 0.2131, 0.2158, 0.2197, 0.2162]}

***

{"formula": "C38H49As2GeN4O3S2SiTi", "method": "ωB97M-V with the def2-TZVPD basis set", "total_charge": 2, "s2": 0.764, "e_above_lowest_kj_mol": 137.2, "homo_ev": [-12.75, -12.75], "e_lumo_ev": [-6.3, -7.2], "multiplicity": 2, "energy_ha": -10405.62494, "species": ["Ti", "C", "As", "C", "C", "C", "C", "C", "C", "C", "As", "C", "C", "H", "H", "H", "H", "H", "H", "H", "H", "H", "H", "H", "H", "H", "H", "H", "H", "O", "C", "C", "C", "C", "C", "C", "C", "O", "N", "N", "C", "S", "C", "C", "S", "H", "H", "H", "H", "H", "H", "H", "H", "H", "Ge", "C", "C", "C", "C", "C", "C", "C", "C", "C", "C", "C", "C", "H", "H", "H", "H", "H", "H", "H", "H", "H", "H", "H", "N", "C", "C", "C", "N", "H", "H", "H", "H", "C", "Si", "C", "C", "O", "H", "H", "H", "H", "H", "H", "H", "H", "H"], "coordinates": [[0.5207, 0.0153, -0.0700], [-3.1141, -2.3319, -0.6158], [-1.3860, -1.7166, -1.2624], [-1.7853, -1.3678, -3.1251], [-0.4451, -3.4283, -1.3271], [-0.6870, -4.3631, -2.3263], [-0.0317, -5.5875, -2.3118], [0.8569, -5.8940, -1.2915], [1.0819, -4.9778, -0.2736], [0.4315, -3.7514, -0.2933], [0.6612, -2.4096, 1.0577], [2.1523, -2.9679, 2.1518], [-0.8040, -2.6862, 2.3059], [-3.5498, -2.9771, -1.3784], [-3.7823, -1.4964, -0.4273], [-2.9740, -2.9109, 0.2950], [-1.7810, -2.3010, -3.6826], [-1.0469, -0.6893, -3.5407], [-2.7741, -0.9216, -3.1964], [-1.3842, -4.1620, -3.1289], [-0.2195, -6.3033, -3.1004], [1.3659, -6.8482, -1.2829], [1.7621, -5.2267, 0.5315], [1.9039, -3.8992, 2.6602], [2.3357, -2.1904, 2.8934], [3.0378, -3.1092, 1.5366], [-1.0105, -3.7503, 2.4138], [-1.7004, -2.1692, 1.9647], [-0.5128, -2.2717, 3.2710], [-1.6477, 0.2334, 3.9801], [-0.7494, 1.0607, 4.5663], [-1.0733, 1.5691, 5.8179], [-0.1900, 2.3990, 6.4791], [1.0360, 2.7364, 5.9086], [1.3680, 2.2242, 4.6733], [0.4856, 1.3848, 3.9812], [0.8973, 0.8284, 2.6835], [-0.0481, 0.5200, 1.7883], [2.1476, 0.6713, 2.4096], [2.3134, 0.0662, 1.1599], [3.5269, -0.3207, 0.9512], [3.9485, -1.2585, -0.4534], [5.5588, -1.7816, 0.2056], [6.1119, -0.6307, 1.0190], [4.7919, -0.0125, 2.1006], [-1.4311, 0.1950, 3.0405], [-2.0233, 1.2922, 6.2551], [-0.4574, 2.7896, 7.4518], [1.7228, 3.3851, 6.4329], [2.3227, 2.4546, 4.2175], [6.1956, -2.0215, -0.6447], [5.4228, -2.6749, 0.8146], [6.4591, 0.1807, 0.3806], [6.9326, -0.9546, 1.6577], [-1.8270, 2.0660, -0.8104], [-3.1108, 1.4987, -2.1102], [-4.3434, 0.9428, -1.7576], [-5.2763, 0.6421, -2.7369], [-4.9928, 0.9085, -4.0724], [-3.7853, 1.4961, -4.4290], [-2.8463, 1.7876, -3.4525], [-2.4580, 2.4356, 0.9579], [-3.2694, 1.5475, 1.6634], [-3.8112, 1.9182, 2.8831], [-3.5384, 3.1735, 3.4104], [-2.7259, 4.0628, 2.7186], [-2.1815, 3.6956, 1.4977], [-0.9281, 3.1538, -1.4013], [-4.5989, 0.7857, -0.7171], [-6.2342, 0.2228, -2.4601], [-5.7266, 0.6796, -4.8333], [-3.5805, 1.7330, -5.4641], [-1.9146, 2.2601, -3.7395], [-3.4702, 0.5538, 1.2759], [-4.4314, 1.2220, 3.4302], [-3.9578, 3.4590, 4.3654], [-2.5212, 5.0428, 3.1278], [-1.5622, 4.4026, 0.9559], [0.7975, 3.0761, 0.7293], [1.2655, 4.2848, 0.3938], [1.9112, 4.1493, -0.8168], [1.7739, 2.8014, -1.1441], [1.1067, 2.1457, -0.1924], [0.2528, 2.8229, 1.5414], [1.1175, 5.1376, 1.0346], [2.4128, 4.9168, -1.3778], [2.1298, 2.2807, -2.0135], [0.8786, 0.9364, -4.2651], [1.9539, -0.2258, -3.2569], [1.8954, -1.9787, -3.8597], [3.7101, 0.4066, -3.2877], [1.2574, -0.2108, -1.7106], [0.4014, 0.4230, -5.1026], [1.4604, 1.7580, -4.6858], [0.0905, 1.3723, -3.6473], [2.3799, -2.0401, -4.8375], [0.8764, -2.3514, -3.9706], [2.4289, -2.6491, -3.1820], [3.8714, 0.8846, -4.2574], [4.4279, -0.4079, -3.2044], [3.9501, 1.1350, -2.5129]], "lowdin_spin": [0.5583, -0.0054, -0.0052, -0.0034, 0.0023, -0.0002, -0.0002, -0.0002, -0.0006, -0.0006, -0.0093, -0.0024, -0.0004, -0.0010, 0.0000, 0.0000, -0.0007, 0.0000, 0.0001, 0.0000, 0.0000, 0.0000, 0.0000, -0.0005, 0.0000, 0.0000, -0.0003, 0.0000, 0.0001, 0.0001, 0.0000, 0.0001, 0.0001, 0.0000, 0.0001, -0.0002, 0.0016, 0.0114, 0.0018, 0.0008, 0.0019, 0.0008, 0.0002, 0.0002, 0.0017, 0.0001, 0.0000, 0.0000, 0.0000, 0.0000, 0.0000, 0.0000, 0.0000, 0.0000, 0.2022, 0.0419, 0.0155, -0.0003, 0.0185, -0.0011, 0.0176, 0.0438, 0.0118, -0.0008, 0.0137, 0.0007, 0.0155, 0.0172, 0.0006, -0.0002, 0.0011, -0.0003, 0.0004, 0.0007, -0.0002, 0.0007, 0.0000, 0.0011, 0.0017, 0.0199, 0.0062, 0.0126, 0.0167, 0.0004, 0.0010, 0.0000, 0.0004, 0.0003, -0.0003, -0.0004, -0.0002, -0.0100, 0.0000, 0.0000, 0.0007, -0.0001, 0.0000, 0.0000, 0.0000, 0.0000, 0.0000]}

***

{"formula": "C14H35B2NO3", "method": "ωB97M-V with the def2-TZVPD basis set", "homo_ev": -9.21, "e_lumo_ev": 0.5, "smiles": "CC[C@H](C)B(CCC(C)C)CB(O)O.COC[C@@H](C)N", "energy_ha": -884.68916, "species": ["C", "C", "C", "C", "B", "C", "C", "C", "C", "C", "C", "B", "O", "O", "H", "H", "H", "H", "H", "H", "H", "H", "H", "H", "H", "H", "H", "H", "H", "H", "H", "H", "H", "H", "H", "H", "H", "H", "C", "O", "C", "C", "C", "N", "H", "H", "H", "H", "H", "H", "H", "H", "H", "H", "H"], "coordinates": [[1.2190, 0.0445, -0.4789], [-0.0615, 0.3951, 0.2858], [-1.3360, 0.4344, -0.5875], [-1.4159, 1.7599, -1.3553], [-2.6479, -0.0106, 0.1866], [-2.6899, -1.3567, 1.0218], [-3.3364, -2.5796, 0.3272], [-2.5657, -3.2346, -0.8294], [-1.0818, -3.4112, -0.5158], [-2.7663, -2.5203, -2.1774], [-3.9690, 0.8390, 0.0962], [-4.8295, 0.3735, -1.1488], [-5.9448, -0.4103, -1.0199], [-4.5267, 0.7819, -2.4395], [1.9662, -0.4049, 0.1785], [1.6766, 0.9232, -0.9390], [1.0188, -0.6684, -1.2836], [0.0665, 1.3891, 0.7280], [-0.1832, -0.2874, 1.1289], [-1.1930, -0.3556, -1.3449], [-1.3177, 2.6102, -0.6734], [-2.3602, 1.8710, -1.8882], [-0.6113, 1.8518, -2.0900], [-3.2930, -1.1779, 1.9198], [-1.7011, -1.6547, 1.3804], [-4.3266, -2.3057, -0.0511], [-3.5104, -3.3416, 1.0926], [-2.9933, -4.2370, -0.9296], [-0.5834, -2.4417, -0.4337], [-0.5796, -3.9782, -1.3016], [-0.9375, -3.9406, 0.4293], [-1.9034, -1.9075, -2.4477], [-2.9187, -3.2337, -2.9879], [-3.6461, -1.8693, -2.1576], [-3.7375, 1.8939, -0.0770], [-4.5555, 0.7336, 1.0134], [-6.1512, -0.6324, -0.1037], [-3.9353, 0.2247, -2.9546], [4.5359, -0.0568, 2.3465], [3.9686, 1.2224, 2.5342], [4.8436, 2.3198, 2.3476], [4.9538, 2.8030, 0.8972], [5.7745, 1.8839, 0.0001], [3.6492, 3.0281, 0.2760], [5.5673, -0.0892, 2.7150], [4.5366, -0.3658, 1.2979], [3.9360, -0.7634, 2.9186], [4.4254, 3.1287, 2.9513], [5.8381, 2.0775, 2.7465], [5.4626, 3.7723, 0.9431], [5.2121, 0.9843, -0.2539], [6.0116, 2.3930, -0.9331], [6.7064, 1.5817, 0.4813], [3.1354, 3.7396, 0.7851], [3.1054, 2.1749, 0.3742]], "nbo_charge": [-0.6146, -0.3830, -0.6416, -0.6107, 1.0732, -0.8285, -0.3643, -0.2238, -0.6068, -0.6134, -1.2104, 1.1713, -0.8803, -0.9385, 0.2085, 0.2084, 0.2000, 0.2003, 0.2003, 0.2324, 0.1991, 0.2215, 0.2058, 0.2274, 0.2186, 0.1968, 0.2044, 0.2009, 0.2011, 0.2109, 0.2084, 0.2013, 0.2194, 0.1982, 0.2696, 0.2394, 0.4898, 0.5072, -0.2462, -0.5493, -0.0713, -0.0787, -0.6136, -0.8285, 0.1665, 0.1647, 0.1902, 0.1831, 0.1623, 0.1860, 0.2013, 0.2218, 0.2030, 0.3535, 0.3570]}

***

{"formula": "C3H7N2O2S", "method": "ωB97M-V with the def2-TZVPD basis set", "total_charge": -1, "s2": 2.008, "e_above_lowest_kj_mol": 144.3, "homo_ev": [-0.35, -4.87], "e_lumo_ev": [3.6, 2.7], "multiplicity": 3, "energy_ha": -776.57253, "species": ["C", "C", "C", "N", "N", "O", "O", "S", "H", "H", "H", "H", "H", "H", "H"], "coordinates": [[-1.7428, 0.1290, -0.0273], [0.2802, 1.0593, 1.0910], [-0.2209, 0.4026, -0.2133], [1.7631, -0.5087, -1.1992], [0.4929, -0.7337, -0.7251], [-2.4566, 1.0053, -0.5964], [-2.1918, -0.8467, 0.6000], [0.2864, -2.0810, 0.4538], [-0.0777, 0.5563, 2.0288], [1.3000, 1.2855, 0.8912], [-0.2025, 1.9716, 1.1982], [-0.1686, 1.1626, -0.9774], [2.2974, -1.2989, -0.9569], [1.7682, -0.5249, -2.2342], [-1.1274, -1.5782, 0.6670]], "nbo_charge": [0.7726, -0.6271, -0.1868, -0.6677, -0.3440, -0.7309, -0.6955, -0.3260, 0.2202, 0.2107, 0.2079, 0.2069, 0.3407, 0.3371, 0.2821]}

***

Copy entry 3 word for word.
{"formula": "C23H26N4O", "method": "ωB97M-V with the def2-TZVPD basis set", "e_above_lowest_kj_mol": 107.0, "homo_ev": -7.56, "e_lumo_ev": -0.1, "smiles": "CCN(CC)c1ccc(/C=C(/C#N)c2nc3ccccc3[nH]2)c(OC(C)C)c1", "energy_ha": -1186.30232, "species": ["C", "C", "N", "C", "C", "C", "C", "C", "C", "C", "C", "C", "N", "C", "N", "C", "C", "C", "C", "C", "C", "N", "C", "O", "C", "C", "C", "C", "H", "H", "H", "H", "H", "H", "H", "H", "H", "H", "H", "H", "H", "H", "H", "H", "H", "H", "H", "H", "H", "H", "H", "H", "H", "H"], "coordinates": [[-1.8365, 3.1188, 3.1753], [-2.2676, 2.7909, 1.7442], [-1.1893, 2.8378, 0.7823], [-0.8380, 4.1406, 0.2574], [0.4450, 4.7130, 0.8633], [-0.4060, 1.7407, 0.5387], [-0.5254, 0.5601, 1.2917], [0.2405, -0.5424, 1.0011], [1.1720, -0.5507, -0.0394], [2.0380, -1.6681, -0.3116], [1.7894, -2.9854, -0.1006], [2.8456, -3.9044, -0.2955], [3.7210, -4.6228, -0.4787], [0.5115, -3.5842, 0.2443], [0.3643, -4.6780, 0.9410], [-0.9799, -4.9250, 0.9766], [-1.6920, -5.9515, 1.5879], [-3.0640, -5.9466, 1.4521], [-3.7289, -4.9527, 0.7302], [-3.0435, -3.9241, 0.1144], [-1.6652, -3.9220, 0.2460], [-0.6861, -3.0837, -0.2134], [1.3243, 0.6441, -0.7838], [2.2527, 0.5873, -1.7711], [2.5382, 1.7112, -2.5916], [1.5066, 1.8439, -3.7126], [3.9349, 1.4754, -3.1587], [0.5410, 1.7471, -0.4988], [-1.5142, 4.1541, 3.2516], [-1.0144, 2.4779, 3.4832], [-2.6709, 2.9692, 3.8557], [-2.7253, 1.7999, 1.7101], [-3.0315, 3.5077, 1.4263], [-1.6667, 4.8185, 0.4713], [-0.7418, 4.0879, -0.8328], [0.6747, 5.6711, 0.4039], [1.2814, 4.0378, 0.7034], [0.3305, 4.8598, 1.9337], [-1.1968, 0.5024, 2.1310], [0.1561, -1.4160, 1.6303], [3.0066, -1.4064, -0.7199], [-1.1759, -6.7182, 2.1424], [-3.6464, -6.7306, 1.9135], [-4.8055, -4.9914, 0.6525], [-3.5576, -3.1558, -0.4445], [-0.8065, -2.2530, -0.7676], [2.5523, 2.6250, -1.9797], [0.5012, 1.9415, -3.3095], [1.7288, 2.7165, -4.3207], [1.5379, 0.9574, -4.3413], [4.2208, 2.3014, -3.8034], [3.9467, 0.5526, -3.7324], [4.6568, 1.3885, -2.3508], [0.6572, 2.6330, -1.0969]], "nbo_charge": [-0.6232, -0.2021, -0.4393, -0.2053, -0.6218, 0.3251, -0.3686, -0.0692, -0.2725, -0.0502, -0.2376, 0.2997, -0.3149, 0.3661, -0.4307, 0.0661, -0.1934, -0.2317, -0.2101, -0.2676, 0.1700, -0.5525, 0.4596, -0.5181, 0.1017, -0.6355, -0.6142, -0.4353, 0.2040, 0.2136, 0.2153, 0.2038, 0.1981, 0.2057, 0.1906, 0.2130, 0.2139, 0.2094, 0.2168, 0.2154, 0.2342, 0.2254, 0.2125, 0.2120, 0.2125, 0.4269, 0.1708, 0.2144, 0.2156, 0.2167, 0.2131, 0.2158, 0.2197, 0.2162]}

***

Copy entry 6 word for word.
{"formula": "C3H7N2O2S", "method": "ωB97M-V with the def2-TZVPD basis set", "total_charge": -1, "s2": 2.008, "e_above_lowest_kj_mol": 144.3, "homo_ev": [-0.35, -4.87], "e_lumo_ev": [3.6, 2.7], "multiplicity": 3, "energy_ha": -776.57253, "species": ["C", "C", "C", "N", "N", "O", "O", "S", "H", "H", "H", "H", "H", "H", "H"], "coordinates": [[-1.7428, 0.1290, -0.0273], [0.2802, 1.0593, 1.0910], [-0.2209, 0.4026, -0.2133], [1.7631, -0.5087, -1.1992], [0.4929, -0.7337, -0.7251], [-2.4566, 1.0053, -0.5964], [-2.1918, -0.8467, 0.6000], [0.2864, -2.0810, 0.4538], [-0.0777, 0.5563, 2.0288], [1.3000, 1.2855, 0.8912], [-0.2025, 1.9716, 1.1982], [-0.1686, 1.1626, -0.9774], [2.2974, -1.2989, -0.9569], [1.7682, -0.5249, -2.2342], [-1.1274, -1.5782, 0.6670]], "nbo_charge": [0.7726, -0.6271, -0.1868, -0.6677, -0.3440, -0.7309, -0.6955, -0.3260, 0.2202, 0.2107, 0.2079, 0.2069, 0.3407, 0.3371, 0.2821]}